[1]
{"formula": "C26H58Cl8N6O6", "method": "ωB97M-V/def2-TZVPD", "elements": ["C", "N", "C", "C", "O", "H", "H", "H", "H", "H", "H", "H", "C", "N", "C", "C", "O", "H", "H", "H", "H", "H", "H", "H", "C", "N", "C", "C", "O", "H", "H", "H", "H", "H", "H", "H", "C", "N", "C", "C", "O", "H", "H", "H", "H", "H", "H", "H", "C", "N", "C", "C", "O", "H", "H", "H", "H", "H", "H", "H", "C", "N", "C", "C", "O", "H", "H", "H", "H", "H", "H", "H", "Cl", "C", "C", "Cl", "H", "H", "H", "H", "Cl", "C", "C", "Cl", "H", "H", "H", "H", "Cl", "C", "C", "Cl", "H", "H", "H", "H", "Cl", "C", "C", "Cl", "H", "H", "H", "H"], "positions_angstrom": [[3.52566, 1.17758, 2.39208], [2.45573, 0.59212, 3.16082], [1.43947, 1.46342, 3.75495], [2.35172, -0.74044, 3.22256], [3.19144, -1.51235, 2.77450], [3.29892, 0.88865, 1.32939], [4.51414, 0.75781, 2.64530], [3.51556, 2.26926, 2.43249], [0.76007, 1.84707, 2.99974], [0.86896, 0.81534, 4.42729], [1.88312, 2.31237, 4.25690], [1.39457, -1.04832, 3.73812], [0.17086, -4.34006, 1.30785], [1.45616, -4.43924, 2.02269], [1.56458, -4.28459, 3.43207], [2.56454, -4.11941, 1.26760], [2.49694, -3.88767, 0.08839], [0.19034, -3.56135, 0.53789], [-0.58157, -4.21625, 2.07903], [-0.00243, -5.28081, 0.76769], [1.49677, -3.25534, 3.73676], [0.77344, -4.85860, 3.95408], [2.51510, -4.74010, 3.68030], [3.51655, -4.17730, 1.75219], [2.29961, 0.86467, -6.82041], [1.57887, 1.31867, -5.64358], [0.72849, 0.28502, -5.04277], [1.49314, 2.60404, -5.16955], [0.77930, 3.02528, -4.34301], [2.86500, 1.72443, -7.15439], [1.67251, 0.43816, -7.59068], [3.04837, 0.12150, -6.54008], [1.22407, -0.48067, -4.43094], [0.09225, 0.82990, -4.34575], [0.05450, -0.15445, -5.85527], [2.26620, 3.25958, -5.67768], [-0.52970, 4.70717, -1.87151], [-0.07051, 4.36130, -0.55383], [0.27797, 5.36360, 0.43465], [0.21047, 3.07174, -0.26483], [0.73290, 2.76844, 0.81328], [0.16808, 5.33342, -2.41556], [-1.47735, 5.28460, -1.77739], [-0.74345, 3.79144, -2.45852], [-0.05549, 5.00128, 1.39525], [1.35800, 5.52548, 0.27915], [-0.23243, 6.26780, 0.11974], [0.01171, 2.33681, -1.06766], [4.10741, -0.99773, -0.63227], [4.51131, -1.55966, -1.94157], [4.65345, -0.64203, -3.07617], [4.81464, -2.88069, -2.05192], [5.16115, -3.48154, -3.04992], [4.85457, -0.28867, -0.30933], [3.92861, -1.84487, 0.03583], [3.15473, -0.56627, -0.83231], [3.68796, -0.31637, -3.54192], [5.25575, 0.21365, -2.78196], [5.23325, -1.18729, -3.82643], [4.55418, -3.43214, -1.14313], [-3.77160, -2.35424, 3.44032], [-2.59154, -1.99055, 4.20610], [-1.94872, -3.06244, 4.95138], [-2.14305, -0.69031, 4.44156], [-1.15503, -0.39504, 5.05874], [-4.65435, -2.55179, 4.12042], [-3.55298, -3.26501, 2.86086], [-4.00126, -1.53534, 2.76063], [-0.87223, -2.91780, 4.85172], [-2.23483, -2.99678, 5.96655], [-2.17836, -3.97095, 4.39914], [-2.69427, 0.04724, 3.87099], [-5.97543, 3.59813, -3.26491], [-5.37346, 2.46858, -1.97119], [-4.51567, 1.37340, -2.49071], [-2.90773, 2.00740, -3.11607], [-6.24944, 1.99989, -1.57456], [-4.86759, 2.99869, -1.15598], [-4.98850, 0.85717, -3.32894], [-4.23753, 0.66374, -1.72796], [-4.34019, 3.03158, 1.46868], [-3.06500, 4.29470, 1.32282], [-2.58160, 4.68549, 2.72775], [-1.40296, 3.53393, 3.41096], [-3.50327, 5.22627, 0.91874], [-2.25883, 3.89479, 0.74922], [-3.40076, 4.82553, 3.43125], [-2.01439, 5.61446, 2.66376], [-3.12805, -3.67541, -0.00351], [-2.86091, -4.16014, -1.72715], [-2.51679, -2.91455, -2.56996], [-3.94120, -1.83951, -2.78975], [-3.79234, -4.58819, -2.10828], [-2.00050, -4.81751, -1.81381], [-2.14463, -3.21152, -3.55077], [-1.76767, -2.28094, -2.12646], [-1.93611, 0.31111, 0.99044], [-0.73480, -1.00988, 1.08973], [0.50479, -0.66636, 0.35322], [0.28339, -0.55374, -1.44958], [-1.21657, -1.92561, 0.75727], [-0.45280, -1.09102, 2.15193], [1.15888, -1.53271, 0.46935], [0.99571, 0.23787, 0.70780]], "lowdin_charge": [-0.0400, -0.1774, -0.0481, -0.3595, -0.0031, 0.0836, 0.0972, 0.0922, 0.0233, 0.0676, 0.0908, 0.1298, -0.0460, -0.1721, -0.0740, -0.3346, 0.0136, 0.0598, 0.0711, 0.0957, 0.0517, 0.0959, 0.0938, 0.1308, -0.0629, -0.1890, -0.0642, -0.3686, 0.0474, 0.0770, 0.0832, 0.0864, 0.0663, 0.0483, 0.1138, 0.1435, -0.0710, -0.2103, -0.0296, -0.3238, -0.0525, 0.0857, 0.0944, 0.0402, 0.0486, 0.1096, 0.0879, 0.1124, -0.0401, -0.1759, -0.0422, -0.3472, 0.0012, 0.0853, 0.0665, 0.0424, 0.0842, 0.0803, 0.0799, 0.1122, -0.0709, -0.1950, -0.0415, -0.3424, 0.0168, 0.1059, 0.0528, 0.0724, 0.0716, 0.0826, 0.0841, 0.1062, 0.5130, -0.6517, -0.6516, 0.5196, 0.0640, 0.0171, 0.0531, 0.0185, 0.5593, -0.6030, -0.6469, 0.5990, 0.0915, 0.0304, 0.0658, 0.0591, 0.5678, -0.5832, -0.6220, 0.5829, 0.0675, 0.0746, 0.0781, -0.0013, 0.5806, -0.6403, -0.6124, 0.5968, 0.0020, 0.0678, 0.0481, 0.0516], "spin_multiplicity": 1, "homo_lumo_gap_ev": 9.18, "total_energy_ev": -149308.615, "smiles": "CN(C)C=O.CN(C)C=O.CN(C)C=O.CN(C)C=O.CN(C)C=O.CN(C)C=O.ClCCCl.ClCCCl.ClCCCl.ClCCCl"}

***

[2]
{"formula": "C26H58FNO12P2", "method": "ωB97M-V/def2-TZVPD", "elements": ["C", "C", "C", "C", "C", "N", "C", "O", "C", "C", "O", "C", "C", "O", "C", "O", "C", "F", "C", "C", "H", "H", "H", "H", "H", "H", "H", "H", "H", "H", "H", "H", "H", "H", "H", "H", "H", "H", "H", "H", "H", "H", "H", "H", "H", "H", "H", "H", "C", "C", "O", "P", "O", "O", "C", "C", "O", "C", "C", "H", "H", "H", "H", "H", "H", "H", "H", "H", "H", "H", "H", "H", "H", "H", "C", "C", "O", "P", "O", "O", "C", "C", "O", "C", "C", "H", "H", "H", "H", "H", "H", "H", "H", "H", "H", "H", "H", "H", "H", "H"], "positions_angstrom": [[3.04753, -1.48941, 3.80308], [2.06833, -1.98200, 2.72260], [2.84737, -2.81571, 1.69237], [2.41738, -2.66106, 0.22972], [3.70368, -2.90963, -0.61975], [3.43916, -3.45159, -1.96132], [4.02029, -4.79506, -2.11631], [1.99412, -1.35075, -0.02151], [1.28572, -1.15648, -1.23005], [0.91048, 0.32316, -1.27294], [2.02320, 1.15220, -1.05074], [1.79870, 2.06507, 0.01617], [0.66179, 3.06595, -0.23525], [1.51066, -3.68559, -0.21569], [0.59190, -4.14921, 0.66995], [0.67661, -5.26605, 1.07202], [-0.59947, -3.33561, 1.14097], [-0.50689, -1.97242, 0.90156], [-1.93149, -3.84910, 0.58241], [-2.35941, -3.17514, -0.72083], [3.53236, -2.33258, 4.29838], [3.84962, -0.93425, 3.31168], [2.54916, -0.86566, 4.54221], [1.56131, -1.12355, 2.29708], [1.38375, -2.65531, 3.24397], [2.92497, -3.86838, 1.96025], [3.87671, -2.44512, 1.70687], [4.30686, -2.00302, -0.61541], [4.25516, -3.67720, -0.06553], [3.95350, -2.85127, -2.59608], [3.68362, -5.18650, -3.07503], [5.11337, -4.79769, -2.05631], [3.60820, -5.41870, -1.32482], [1.87958, -1.37001, -2.12079], [0.33765, -1.69180, -1.25148], [0.12405, 0.45099, -0.52095], [0.43175, 0.49223, -2.24539], [1.61077, 1.46885, 0.91356], [2.72139, 2.62776, 0.14928], [0.04276, 3.10802, 0.66433], [1.02442, 4.08175, -0.38293], [-0.00407, 2.78054, -1.04625], [-0.63637, -3.44323, 2.22499], [-1.91056, -4.93490, 0.52034], [-2.69032, -3.58187, 1.32203], [-2.32952, -2.09110, -0.64785], [-3.40095, -3.43466, -0.90938], [-1.74341, -3.52681, -1.54939], [3.37126, 3.24968, -3.04277], [2.77119, 4.60066, -3.37636], [3.73019, 5.65252, -3.25557], [4.79663, 5.93534, -4.43571], [4.11387, 5.72759, -5.72588], [4.89648, 7.57091, -4.35213], [5.06873, 8.34260, -5.54369], [3.79892, 9.10204, -5.86095], [6.15264, 5.69680, -3.64200], [6.33455, 6.26847, -2.33188], [6.52387, 5.16025, -1.31828], [4.24158, 3.04091, -3.67105], [2.63761, 2.45861, -3.18454], [3.70202, 3.21731, -2.00479], [2.32632, 4.58853, -4.37246], [1.96983, 4.83308, -2.67406], [5.35817, 7.70961, -6.38250], [5.88735, 9.04135, -5.35851], [2.95503, 8.41958, -5.95932], [3.90333, 9.66639, -6.78902], [3.56080, 9.79620, -5.05370], [5.50365, 6.90942, -2.05270], [7.22486, 6.89490, -2.38275], [5.78372, 4.37441, -1.46288], [6.43287, 5.55005, -0.30404], [7.50730, 4.70084, -1.42474], [-9.04032, -4.59452, 1.52816], [-8.35218, -3.27150, 1.25222], [-7.97039, -2.61239, 2.45724], [-6.62216, -3.04522, 3.24951], [-5.61049, -3.30338, 2.20506], [-6.09177, -1.58279, 3.76420], [-4.67043, -1.39073, 3.88583], [-4.09648, -0.58429, 2.74446], [-7.26672, -3.46766, 4.63605], [-8.25582, -2.62404, 5.26291], [-9.56235, -3.37790, 5.38120], [-8.40685, -5.24975, 2.13101], [-9.27931, -5.10285, 0.59371], [-9.96962, -4.44047, 2.07792], [-7.49301, -3.41542, 0.59562], [-9.03746, -2.59808, 0.73680], [-4.14744, -2.34770, 3.92427], [-4.52228, -0.89190, 4.84501], [-4.32689, -1.07598, 1.79928], [-3.01351, -0.49839, 2.84974], [-4.53025, 0.41571, 2.70087], [-8.39359, -1.69360, 4.72034], [-7.87147, -2.37019, 6.25038], [-9.80331, -3.88252, 4.44691], [-10.37466, -2.69664, 5.63494], [-9.49948, -4.14398, 6.15483]], "lowdin_charge": [-0.1055, -0.2234, -0.0981, -0.4517, -0.1304, -0.1056, -0.1201, -0.0587, -0.1543, -0.2033, -0.1535, -0.2496, -0.0666, 0.0734, -0.4226, 0.1651, -0.2333, 0.0013, -0.1598, -0.0813, 0.0749, 0.0724, 0.0686, 0.1005, 0.1033, 0.1360, 0.1139, 0.1375, 0.1129, 0.0996, 0.0756, 0.0770, 0.0795, 0.1255, 0.1131, 0.1235, 0.1300, 0.1122, 0.1090, 0.0725, 0.0621, 0.0739, 0.1505, 0.1211, 0.1020, 0.0683, 0.0739, 0.0786, -0.0661, -0.2641, -0.1924, 0.5017, -0.2119, -0.2213, -0.2906, -0.0774, -0.1958, -0.2564, -0.0606, 0.0820, 0.0744, 0.0608, 0.1110, 0.1095, 0.1050, 0.1147, 0.0759, 0.0755, 0.0746, 0.1090, 0.1239, 0.0624, 0.0816, 0.0783, -0.0760, -0.2770, -0.1969, 0.5138, -0.2182, -0.2184, -0.2870, -0.0756, -0.1951, -0.2518, -0.0600, 0.0772, 0.0788, 0.0691, 0.1074, 0.1196, 0.1022, 0.1161, 0.0672, 0.0756, 0.0763, 0.1101, 0.1248, 0.0620, 0.0832, 0.0792], "spin_multiplicity": 1, "homo_lumo_gap_ev": 9.31, "total_energy_ev": -75259.542, "smiles": "CCC[C@](CNC)(OCCOCC)OC(=O)[C@@H](F)CC.CCOP(=O)(OCC)OCC.CCOP(=O)(OCC)OCC"}